Record 1
Below is a 4-piece molecular cluster, C22H22Br2F24NO3 overall, with properties calculated with ωB97M-V with the def2-TZVPD basis set.

## Properties
- F_max (eV Å⁻¹) = 1.50
- M (g mol⁻¹) = 964.182
- HOMO-LUMO gap (eV) = 8.0
- LUMO (eV) = -4.520
- HOMO level (eV) = -12.56

The geometry in ORCA input format:
```
! wB97M-V def2-TZVPD RIJCOSX def2/J DEFGRID3
* xyz 1 1
C 7.27 1.93 5.27
C 7.57 0.69 4.46
Br 9.18 -0.17 4.90
C 6.77 0.25 3.48
Br 7.17 -1.27 2.43
C 5.48 0.95 3.11
C 4.37 0.94 4.08
N 3.74 2.05 4.09
C 4.35 3.11 3.26
C 5.49 2.38 2.49
H 7.89 1.94 6.16
H 7.50 2.82 4.69
H 6.23 1.96 5.60
H 5.06 0.31 2.31
H 4.11 0.07 4.68
H 2.90 2.25 4.64
H 3.64 3.70 2.69
H 4.80 3.81 3.98
H 5.17 2.30 1.45
H 6.43 2.91 2.58
C 2.87 -3.83 -0.73
C 1.57 -3.30 -0.11
C 0.71 -2.32 -0.93
F 1.39 -1.18 -1.17
F -0.39 -2.02 -0.20
F 1.82 -2.76 1.10
F 0.78 -4.39 0.08
O 4.07 -3.18 -0.34
C 4.59 -2.11 -1.02
C 4.67 -0.87 -0.12
F 3.44 -0.51 0.33
F 5.17 0.17 -0.84
F 3.93 -1.86 -2.16
F 5.87 -2.41 -1.34
H 2.97 -4.84 -0.34
H 2.80 -3.92 -1.82
H 0.40 -2.77 -1.88
H 5.31 -1.04 0.75
C -3.47 -0.16 0.11
C -2.54 1.06 0.18
C -2.08 1.52 1.57
F -3.11 1.92 2.34
F -1.23 2.57 1.43
F -3.09 2.10 -0.49
F -1.40 0.72 -0.47
O -4.85 0.09 -0.07
C -5.71 0.27 0.98
C -6.38 1.65 0.92
F -5.45 2.62 0.98
F -7.19 1.78 1.99
F -5.12 0.05 2.16
F -6.70 -0.64 0.85
H -3.18 -0.67 -0.81
H -3.28 -0.86 0.92
H -1.54 0.71 2.07
H -6.96 1.75 0.00
C -5.18 -1.69 -4.00
C -6.57 -1.32 -4.55
C -6.67 -0.92 -6.03
F -5.96 0.19 -6.28
F -7.97 -0.67 -6.31
F -7.13 -0.37 -3.78
F -7.32 -2.45 -4.44
O -4.48 -0.70 -3.27
C -3.63 0.19 -3.86
C -4.10 1.64 -3.65
F -5.32 1.81 -4.20
F -3.23 2.48 -4.25
F -3.40 -0.08 -5.15
F -2.44 0.08 -3.21
H -5.39 -2.46 -3.26
H -4.56 -2.15 -4.77
H -6.32 -1.73 -6.67
H -4.15 1.86 -2.58
*
```

Atomic partial charges in e from the Mulliken method, atoms 1 to 5: number 1, C, carries -1.13; number 2, C, carries 0.39; number 3, Br, carries -0.11; number 4, C, carries -0.10; number 5, Br, carries -0.08



Record 2
Below is a 7-piece molecular cluster, C30H43BrF7N7O4S2 overall, with properties calculated with ωB97M-V with the def2-TZVPD basis set.

## Properties
- F_max (eV Å⁻¹) = 2.71
- SMILES string = O=S1(=O)O[C@H](N=C=S)[C@@](Br)(C(F)(F)C(F)(F)C(F)(F)F)O1.CCCC#N.CCCC#N.CCCC#N.CCCC#N.CCCC#N.CCCC#N
- M (g mol⁻¹) = 842.743
- HOMO-LUMO gap (eV) = 9.7
- LUMO (eV) = 0.095
- HOMO level (eV) = -9.60

The geometry in ORCA input format:
```
! wB97M-V def2-TZVPD RIJCOSX def2/J DEFGRID3
* xyz 0 1
O 1.71 1.32 2.50
S 2.78 0.65 1.91
O 3.94 0.40 2.67
O 2.30 -0.73 1.22
C 2.88 -0.96 -0.06
N 3.83 -2.08 0.20
C 3.88 -2.87 -0.70
S 4.20 -3.86 -1.83
C 3.53 0.40 -0.51
Br 5.48 0.17 -0.43
C 2.95 1.10 -1.75
F 3.39 2.33 -1.78
F 1.64 1.17 -1.55
C 3.17 0.37 -3.10
F 3.32 -0.92 -2.96
F 2.07 0.55 -3.82
C 4.32 0.94 -3.99
F 3.90 2.01 -4.59
F 4.68 0.05 -4.86
F 5.37 1.28 -3.30
O 3.26 1.34 0.52
H 2.14 -1.40 -0.73
C 3.36 -7.49 1.74
C 3.96 -6.66 2.87
C 4.17 -5.19 2.49
C 5.09 -5.09 1.35
N 5.80 -5.01 0.46
H 4.02 -7.53 0.88
H 3.20 -8.52 2.07
H 2.39 -7.08 1.42
H 4.91 -7.10 3.17
H 3.29 -6.71 3.74
H 4.58 -4.64 3.32
H 3.22 -4.73 2.21
C -1.27 1.52 -2.42
C -2.79 1.56 -2.50
C -3.46 0.52 -1.61
C -3.06 -0.84 -2.00
N -2.75 -1.89 -2.30
H -0.87 0.56 -2.77
H -0.82 2.29 -3.05
H -0.93 1.68 -1.39
H -3.09 1.41 -3.54
H -3.13 2.55 -2.21
H -4.54 0.60 -1.68
H -3.18 0.68 -0.56
C -6.27 3.47 2.64
C -5.17 2.42 2.58
C -3.87 2.94 1.97
C -4.09 3.39 0.59
N -4.25 3.73 -0.49
H -6.56 3.82 1.65
H -7.17 3.07 3.11
H -5.95 4.34 3.22
H -5.54 1.56 2.00
H -4.97 2.06 3.59
H -3.12 2.15 1.96
H -3.48 3.78 2.56
C 8.41 0.55 -6.18
C 8.65 -0.79 -6.85
C 7.47 -1.75 -6.69
C 7.22 -2.03 -5.26
N 7.04 -2.23 -4.16
H 8.30 0.45 -5.10
H 9.26 1.22 -6.35
H 7.52 1.04 -6.58
H 9.55 -1.25 -6.44
H 8.82 -0.63 -7.92
H 7.67 -2.70 -7.19
H 6.56 -1.32 -7.12
C -8.59 1.57 -0.52
C -8.79 0.27 0.27
C -10.01 0.32 1.19
C -9.86 1.40 2.18
N -9.75 2.23 2.94
H -8.40 2.41 0.15
H -7.73 1.48 -1.18
H -9.46 1.80 -1.13
H -7.89 0.07 0.85
H -8.91 -0.56 -0.43
H -10.12 -0.63 1.72
H -10.92 0.49 0.62
C -0.84 2.72 4.85
C -1.11 2.68 6.35
C -1.83 1.40 6.79
C -3.13 1.28 6.12
N -4.13 1.19 5.60
H -1.77 2.70 4.27
H -0.30 3.63 4.58
H -0.23 1.87 4.54
H -1.71 3.55 6.62
H -0.17 2.76 6.89
H -1.99 1.41 7.87
H -1.23 0.52 6.55
*
```

Atomic partial charges in e from the Mulliken method, atoms 1 to 5: number 1, O, carries -0.45; number 2, S, carries 1.00; number 3, O, carries -0.56; number 4, O, carries -0.41; number 5, C, carries 0.11



Record 3
Below is a 2-piece molecular cluster, C3H8NO overall, with properties calculated with ωB97M-V with the def2-TZVPD basis set.

## Properties
- F_max (eV Å⁻¹) = 3.80
- M (g mol⁻¹) = 74.103
- energy relative to the best compared isomer or geometry (same formula, charge and spin) (eV) = 5.774
- HOMO-LUMO gap (eV) = 8.1
- LUMO (eV) = -6.448
- HOMO level (eV) = -14.51

The geometry in ORCA input format:
```
! wB97M-V def2-TZVPD RIJCOSX def2/J DEFGRID3
* xyz 1 1
C 1.18 0.96 2.02
C -1.00 -0.10 -2.10
C 0.13 -0.56 -1.59
N -0.45 -0.45 1.31
O 0.05 0.43 2.18
H 1.77 1.00 1.09
H -1.88 -0.72 -2.44
H -1.13 0.89 -2.66
H 1.48 1.74 2.59
H 1.12 -0.07 -1.27
H 0.02 -1.68 -1.18
H -1.16 -1.03 1.70
H -0.13 -0.40 0.36
*
```

Atomic partial charges in e from the Mulliken method, atoms 1 to 5: number 1, C, carries 0.06; number 2, C, carries -0.25; number 3, C, carries -0.80; number 4, N, carries -0.19; number 5, O, carries 0.00



Record 4
Below is C39H65KN3OP2SSi as an isolated structure, with properties calculated with ωB97M-V with the def2-TZVPD basis set.

## Properties
- F_max (eV Å⁻¹) = 0.70
- M (g mol⁻¹) = 753.168
- HOMO-LUMO gap (eV) = 4.8
- LUMO (eV) = 1.893
- HOMO level (eV) = -2.89

The geometry in ORCA input format:
```
! wB97M-V def2-TZVPD RIJCOSX def2/J DEFGRID3
* xyz -1 1
K -0.45 -0.14 0.30
C 1.69 0.09 -4.21
N 0.76 0.13 -3.11
C 0.85 -1.07 -2.29
C -0.60 0.47 -3.46
C -1.16 0.01 -4.64
C -2.44 0.37 -5.04
C -3.18 1.21 -4.21
C -2.63 1.66 -3.02
C -1.34 1.32 -2.60
N -0.84 1.78 -1.38
C -0.76 3.12 -1.22
C -0.62 4.02 -2.31
C -0.43 5.38 -2.15
C -0.37 5.95 -0.88
C -0.54 5.10 0.21
C -0.74 3.73 0.07
N -0.97 2.94 1.28
C -2.10 3.46 2.04
C 0.23 2.88 2.10
H 1.58 -0.81 -4.84
H 2.71 0.08 -3.83
H 1.56 0.97 -4.84
H 0.89 -1.99 -2.89
H -0.02 -1.15 -1.64
H 1.76 -1.03 -1.67
H -0.58 -0.66 -5.28
H -2.86 -0.01 -5.96
H -4.18 1.50 -4.49
H -3.21 2.32 -2.37
H -0.64 3.61 -3.31
H -0.31 6.01 -3.03
H -0.22 7.01 -0.73
H -0.51 5.53 1.21
H -1.93 4.46 2.45
H -2.32 2.80 2.88
H -2.98 3.50 1.39
H 0.59 3.88 2.40
H 1.03 2.39 1.54
H 0.04 2.31 3.01
C 1.59 -2.84 3.30
P 2.02 -1.88 1.80
C 2.35 -3.29 0.64
C 3.77 -1.37 2.13
C 4.64 -2.13 2.92
C 5.94 -1.74 3.15
C 6.42 -0.56 2.59
C 5.58 0.21 1.80
C 4.26 -0.17 1.57
P 3.13 0.82 0.48
C 3.99 0.60 -1.13
C 3.67 2.55 0.84
H 2.23 -3.71 3.47
H 0.56 -3.18 3.17
H 1.62 -2.19 4.17
H 3.04 -4.02 1.08
H 2.77 -2.92 -0.29
H 1.40 -3.78 0.41
H 4.28 -3.06 3.36
H 6.60 -2.34 3.77
H 7.44 -0.24 2.77
H 5.96 1.13 1.37
H 5.03 0.95 -1.09
H 3.44 1.16 -1.89
H 3.99 -0.45 -1.42
H 4.72 2.73 0.61
H 3.49 2.79 1.89
H 3.06 3.22 0.23
O -0.73 -0.81 2.69
S -1.74 0.15 3.23
C -2.48 -0.58 4.74
C -3.82 -1.19 4.36
C -4.40 -0.27 3.28
C -3.26 -0.10 2.28
H -2.58 0.23 5.46
H -1.74 -1.30 5.10
H -4.48 -1.29 5.22
H -3.67 -2.19 3.94
H -4.68 0.69 3.71
H -5.28 -0.69 2.79
H -3.39 0.72 1.58
H -3.08 -1.03 1.73
C -2.93 -4.08 0.81
Si -2.54 -3.02 -0.78
C -4.39 -2.57 -1.33
C -4.43 -2.09 -2.78
C -4.83 -1.39 -0.45
C -5.44 -3.67 -1.14
C -1.86 -4.43 -1.99
C -1.50 -3.85 -3.37
C -2.74 -5.66 -2.20
C -0.54 -4.90 -1.35
H -3.47 -5.02 0.62
H -3.55 -3.49 1.51
H -2.01 -4.32 1.34
H -3.62 -1.38 -3.00
H -5.38 -1.58 -3.00
H -4.34 -2.92 -3.48
H -4.16 -0.53 -0.59
H -4.84 -1.66 0.61
H -5.85 -1.07 -0.72
H -5.25 -4.54 -1.78
H -6.45 -3.30 -1.39
H -5.47 -4.02 -0.11
H -2.39 -3.64 -3.97
H -0.88 -4.57 -3.94
H -0.94 -2.92 -3.28
H -3.64 -5.41 -2.77
H -3.05 -6.12 -1.26
H -2.20 -6.43 -2.78
H 0.16 -4.06 -1.26
H -0.07 -5.67 -1.97
H -0.70 -5.32 -0.35
*
```

Atomic partial charges in e from the Mulliken method, atoms 1 to 5: number 1, K, carries 1.52; number 2, C, carries -1.32; number 3, N, carries 0.97; number 4, C, carries 1.15; number 5, C, carries 0.34



Record 5
Below is a 2-piece molecular cluster, C5H10NO3 overall, with properties calculated with ωB97M-V with the def2-TZVPD basis set.

## Properties
- F_max (eV Å⁻¹) = 6.42
- M (g mol⁻¹) = 132.139
- energy relative to the best compared isomer or geometry (same formula, charge and spin) (eV) = 1.435
- expectation value of S² = 0.755
- HOMO-LUMO gap (spin up / spin down) (eV) = 10.1 / 6.3
- LUMO (spin up / spin down) (eV) = 0.392 / -3.435
- HOMO level (spin up / spin down) (eV) = -9.73 / -9.73

The geometry in ORCA input format:
```
! wB97M-V def2-TZVPD RIJCOSX def2/J DEFGRID3
* xyz 0 2
C -0.75 0.19 -0.75
C -0.77 1.66 -0.50
C -0.91 -0.01 -2.16
O -1.64 0.53 -3.02
N -0.27 -1.13 -2.63
H 0.18 -0.23 -0.21
H -1.71 -0.24 -0.40
H -1.51 2.15 -1.12
H -0.52 -1.48 -3.64
H 0.09 -1.83 -2.03
H 0.13 2.24 -0.70
H -1.03 1.85 0.59
C 1.28 -1.10 2.00
C 1.08 0.32 2.70
O 0.14 1.15 2.81
O 2.18 0.50 3.29
H 1.62 -1.63 2.92
H 1.97 -1.26 1.22
H 0.45 -1.68 1.62
*
```

Atomic partial charges in e from the Mulliken method, atoms 1 to 5: number 1, C, carries 0.48; number 2, C, carries -1.32; number 3, C, carries 0.36; number 4, O, carries -0.66; number 5, N, carries -0.43



Record 6
Below is C6H6N2O2 as an isolated structure, with properties calculated with ωB97M-V with the def2-TZVPD basis set.

## Properties
- F_max (eV Å⁻¹) = 7.86
- M (g mol⁻¹) = 138.126
- energy relative to the best compared isomer or geometry (same formula, charge and spin) (eV) = 3.671
- HOMO-LUMO gap (eV) = 10.0
- LUMO (eV) = 0.041
- HOMO level (eV) = -9.93

The geometry in ORCA input format:
```
! wB97M-V def2-TZVPD RIJCOSX def2/J DEFGRID3
* xyz 0 1
C -0.44 0.98 -0.36
C -1.89 0.99 0.07
C -2.51 -0.22 0.16
C -0.63 -1.41 -0.24
C 0.17 -0.25 -0.25
C 1.69 -0.43 -0.01
H -0.34 3.01 -0.29
H 0.85 2.30 -1.00
H -2.38 1.90 0.28
H -3.61 -0.27 0.97
H 0.10 -2.18 -0.23
H 1.66 1.21 0.84
N 0.41 2.09 -0.05
N -1.86 -1.52 0.11
O 2.38 0.52 0.43
O 2.08 -1.51 -0.08
*
```

Atomic partial charges in e from the Mulliken method, atoms 1 to 5: number 1, C, carries 0.69; number 2, C, carries -0.52; number 3, C, carries -0.28; number 4, C, carries -0.54; number 5, C, carries 0.09